Entry 1:
84
Properties=species:S:1:pos:R:3:forces:R:3:lowdin_charge:R:1 method="wB97M-V/def2-TZVPD" smiles="CC[N+](C)(CC)CCCCOc1ccc2c(c1)C(=O)c1cc(OCCCC[N+](C)(CC)CC)ccc1-2" total_charge=+2
C 7.601 -5.338 -3.492 -0.14 0.10 0.12 -0.04
C 7.184 -5.119 -2.046 0.65 -0.50 -0.23 -0.16
H 8.034 -4.712 -1.496 -0.18 0.01 0.07 0.13
H 6.918 -6.078 -1.598 -0.08 0.15 0.09 0.14
N 6.032 -4.190 -1.842 -0.01 -0.04 0.00 -0.29
C 6.357 -2.850 -2.368 0.21 0.70 -0.32 0.01
H 7.324 -2.520 -1.995 -0.02 -0.08 0.05 0.12
H 6.392 -2.868 -3.454 -0.03 -0.13 0.05 0.11
H 5.593 -2.138 -2.061 -0.06 -0.09 0.06 0.12
C 4.808 -4.664 -2.557 -0.71 -0.38 -0.34 -0.13
C 4.332 -6.082 -2.240 0.00 0.10 -0.06 -0.15
H 4.996 -6.819 -2.692 0.09 0.00 0.07 0.12
H 4.299 -6.264 -1.166 0.08 -0.05 0.07 0.12
C 2.918 -6.287 -2.801 -0.10 0.30 0.38 -0.14
H 2.835 -5.810 -3.778 -0.06 -0.05 -0.12 0.13
H 2.736 -7.353 -2.933 -0.02 0.01 -0.06 0.13
C 1.817 -5.755 -1.885 -0.07 -0.37 -0.18 -0.19
H 0.844 -5.954 -2.350 0.05 0.03 0.10 0.14
O 1.990 -4.361 -1.694 0.05 0.10 -0.05 -0.08
C 1.029 -3.657 -1.022 -0.06 0.29 0.15 -0.24
C 1.261 -2.278 -0.922 -0.13 -0.09 0.04 0.08
C 0.344 -1.503 -0.253 -0.05 -0.78 -0.11 -0.08
C -0.812 -2.062 0.323 0.54 -0.28 -0.37 -0.11
C -1.034 -3.419 0.223 0.03 0.30 0.03 0.01
C -0.108 -4.213 -0.447 0.21 -0.20 -0.16 0.01
H -0.293 -5.273 -0.512 0.01 -0.11 -0.03 0.11
H -1.910 -3.876 0.656 -0.10 -0.07 0.05 0.12
C -1.574 -0.989 0.956 -0.13 0.67 0.19 -0.11
C -2.764 -0.990 1.651 0.25 -0.02 -0.15 0.01
C -3.252 0.208 2.167 -0.12 0.24 0.13 0.00
C -2.554 1.397 1.998 0.23 -0.12 -0.20 -0.24
C -1.351 1.407 1.278 -0.11 -0.12 0.04 0.09
C -0.879 0.221 0.769 -0.69 0.08 0.41 -0.08
C 0.366 -0.036 -0.004 0.27 0.21 -0.11 -0.27
O 1.208 0.758 -0.347 -0.16 -0.13 0.06 0.14
H -0.809 2.330 1.146 0.09 0.13 -0.01 0.13
O -2.938 2.616 2.488 0.14 0.00 -0.09 -0.08
C -4.064 2.728 3.335 -0.42 0.03 0.16 -0.18
C -5.370 2.920 2.552 0.45 0.04 -0.07 -0.14
H -5.632 1.984 2.059 -0.09 0.00 0.04 0.12
H -6.165 3.163 3.258 -0.09 -0.06 0.06 0.13
C -5.258 3.997 1.465 0.00 0.00 0.07 -0.16
C -5.133 5.388 2.088 -0.20 -0.81 0.37 -0.11
H -4.369 5.371 2.866 -0.01 0.19 -0.03 0.13
H -6.087 5.621 2.562 0.12 0.12 -0.04 0.13
N -4.786 6.519 1.168 0.07 0.17 0.07 -0.29
C -5.324 6.319 -0.188 -0.27 -0.16 -0.72 0.01
H -6.387 6.095 -0.143 0.03 0.01 0.07 0.11
H -5.178 7.224 -0.774 0.04 0.05 0.11 0.13
H -4.814 5.498 -0.682 0.01 0.00 0.11 0.11
C -3.300 6.718 1.098 0.89 -0.02 -0.10 -0.16
C -2.459 5.511 0.715 -0.19 0.05 0.06 -0.04
H -2.515 4.710 1.446 -0.01 -0.08 0.02 0.06
H -1.423 5.842 0.676 0.05 0.07 -0.01 0.10
H -2.708 5.125 -0.269 0.00 -0.07 -0.09 0.09
H -2.975 7.072 2.079 -0.21 0.05 -0.04 0.14
H -3.120 7.516 0.374 -0.19 0.03 0.11 0.14
C -5.347 7.789 1.745 -0.46 0.69 0.29 -0.17
C -6.856 7.956 1.640 0.14 -0.12 -0.06 -0.05
H -7.409 7.119 2.058 -0.08 -0.06 0.04 0.08
H -7.181 8.118 0.617 -0.04 0.01 -0.07 0.08
H -7.130 8.841 2.210 0.01 0.05 0.04 0.10
H -5.048 7.826 2.794 0.14 -0.12 -0.12 0.14
H -4.872 8.625 1.228 0.13 -0.17 0.01 0.14
H -4.394 3.753 0.850 -0.02 0.05 -0.10 0.10
H -6.151 3.941 0.842 0.03 0.05 -0.07 0.12
H -4.148 1.865 4.000 0.06 0.08 -0.01 0.13
H -3.856 3.601 3.962 -0.02 -0.13 -0.01 0.13
H -4.185 0.184 2.708 -0.09 0.05 0.06 0.11
H -3.321 -1.901 1.804 -0.08 -0.10 0.03 0.12
H 2.136 -1.838 -1.373 0.13 0.06 -0.07 0.13
H 1.855 -6.268 -0.914 -0.05 0.03 -0.07 0.14
H 5.000 -4.596 -3.629 0.09 0.10 0.08 0.14
H 3.998 -3.973 -2.317 0.29 0.08 0.00 0.12
C 5.728 -4.091 -0.378 -0.07 0.09 0.89 -0.16
C 6.748 -3.340 0.466 0.00 -0.05 -0.19 -0.05
H 7.743 -3.770 0.401 0.10 -0.01 0.03 0.08
H 6.433 -3.415 1.504 -0.04 -0.03 0.04 0.10
H 6.796 -2.285 0.218 0.02 0.09 0.00 0.08
H 5.635 -5.106 0.010 -0.06 0.04 -0.19 0.13
H 4.758 -3.598 -0.282 -0.01 -0.10 -0.17 0.14
H 6.814 -5.787 -4.090 -0.07 -0.04 -0.08 0.08
H 8.442 -6.028 -3.493 0.05 -0.03 0.03 0.10
H 7.937 -4.422 -3.969 0.03 0.07 -0.07 0.08

***

Entry 2:
58
Properties=species:S:1:pos:R:3:forces:R:3:lowdin_charge:R:1 method="wB97M-V/def2-TZVPD" total_charge=+1
C 1.703 -0.387 1.325 0.49 -0.56 0.29 -0.06
N 1.698 -1.832 1.551 0.64 0.84 -0.04 -0.11
C 0.484 -2.463 1.443 -1.28 0.49 -0.06 -0.24
C -0.668 -1.744 1.227 1.56 -0.91 0.16 -0.08
C -2.011 -2.358 1.271 -0.94 -0.63 -0.06 -0.22
C -2.038 -3.782 1.881 0.14 0.25 0.25 -0.19
C -0.845 -4.653 1.483 0.22 -0.10 -0.44 -0.19
C 0.520 -3.959 1.653 -0.06 -0.32 0.27 -0.12
C 2.941 -2.548 1.612 0.41 -0.30 -0.10 -0.26
C 3.542 -2.862 2.844 -0.31 0.23 -0.30 -0.02
C 4.766 -3.530 2.879 0.09 -0.06 -0.37 -0.08
C 5.389 -3.918 1.684 -0.06 0.17 -0.01 -0.08
C 4.777 -3.637 0.454 0.08 0.00 0.29 -0.08
C 3.560 -2.959 0.422 -0.17 0.14 0.24 -0.03
H 2.718 0.008 1.443 -0.23 -0.17 -0.02 0.10
H 1.335 -0.147 0.314 0.06 -0.02 0.12 0.06
H 1.040 0.083 2.064 0.14 0.09 -0.15 0.09
H -0.635 -0.673 1.053 0.06 -0.21 0.06 0.06
H -2.664 -1.711 1.870 -0.04 -0.15 0.00 0.10
H -2.476 -2.358 0.272 0.10 -0.16 0.07 0.10
H -2.032 -3.687 2.972 0.07 0.11 0.01 0.11
H -2.976 -4.297 1.650 0.14 0.13 -0.12 0.11
H -0.833 -5.582 2.071 -0.11 0.25 -0.12 0.11
H -0.936 -4.975 0.437 -0.12 0.17 0.11 0.11
H 1.263 -4.421 0.974 -0.39 0.29 0.15 0.12
H 0.932 -4.183 2.655 -0.21 0.29 -0.23 0.13
H 3.026 -2.581 3.768 0.24 -0.04 -0.33 0.12
H 5.243 -3.744 3.836 -0.17 0.03 -0.28 0.11
H 6.363 -4.423 1.709 -0.52 0.20 0.00 0.11
H 5.250 -3.937 -0.482 -0.11 0.04 0.29 0.11
H 3.051 -2.751 -0.525 0.26 -0.05 0.30 0.12
C 0.730 1.544 -5.607 0.00 0.03 -0.26 -0.03
C 0.135 1.943 -4.292 0.11 0.56 0.28 -0.23
C 0.741 1.541 -3.095 0.08 -0.03 0.32 -0.01
C 0.198 1.873 -1.865 -0.20 -0.44 0.30 0.01
C -1.051 2.570 -1.741 0.07 -0.61 -0.55 -0.17
C -1.615 2.771 -0.434 -0.04 1.35 -0.57 0.15
C -2.418 3.899 -0.023 -0.26 0.41 0.52 -0.17
C -2.577 4.174 1.381 -0.25 -0.44 -0.23 0.01
C -3.447 5.154 1.850 -0.05 0.08 -0.09 -0.04
C -4.246 5.895 0.960 0.73 -0.35 -0.12 -0.01
C -4.027 5.737 -0.416 0.28 -0.22 -0.22 -0.04
C -3.069 4.837 -0.892 -0.24 -0.03 0.21 0.01
C -1.637 2.983 -2.983 0.23 0.15 0.08 0.01
C -0.999 2.765 -4.203 -0.50 -0.03 0.33 0.00
H 0.207 1.999 -6.452 0.04 -0.07 0.17 0.09
H 1.788 1.818 -5.676 -0.17 0.00 0.14 0.10
H 0.684 0.455 -5.727 -0.04 0.12 0.05 0.10
H 1.666 0.959 -3.167 -0.35 0.26 0.27 0.13
H 0.741 1.600 -0.956 -0.25 -0.02 -0.28 0.11
H -1.387 2.030 0.353 0.33 0.60 -0.35 0.14
H -1.972 3.605 2.089 -0.32 0.03 -0.12 0.13
H -3.531 5.361 2.917 0.12 -0.21 -0.28 0.12
H -4.948 6.649 1.330 0.22 -0.41 -0.14 0.13
H -4.594 6.343 -1.127 0.36 -0.16 0.24 0.12
H -2.817 4.874 -1.943 -0.22 -0.04 0.19 0.10
H -2.635 3.421 -2.977 0.42 -0.17 -0.18 0.11
H -1.410 3.209 -5.113 -0.09 -0.39 0.30 0.13

***

| no. | electronic energy (eV) |
| --- | --- |
| 1 | -42035.607 |
| 2 | -29967.703 |